# 1
Computed, not measured: C2H6N4S as an isolated structure, with ωB97M-V with the def2-TZVPD basis set.

Its spin multiplicity is 1.

Last column: natural (NBO) charge in e.
Element x y z (Å)
C -0.42825 1.20866 0.44643  0.181
C 1.25451 -0.19341 -0.55485  0.266
H -0.98174 -1.14169 1.39646  0.337
H -0.64047 -0.56088 3.03107  0.369
H -0.62819 2.31288 0.10602  0.190
H -0.98246 0.50413 -3.21382  0.176
H 2.16926 0.59147 0.08467  0.207
H 0.81750 -2.15700 -1.51575  0.337
N -0.33977 -0.37114 2.07038  -0.635
N -0.76697 0.87437 1.68939  -0.224
N 0.09921 0.53847 -0.71870  -0.603
N 1.71655 -1.45913 -1.00063  -0.686
S -1.28918 -0.14675 -1.82066  0.085

# 2
Computed, not measured: C16H20FeI2N2NdO7S as an isolated structure, with ωB97M-V with the def2-TZVPD basis set.

Its net charge is +4. Its spin multiplicity is 9.

Last column: Löwdin spin population.
Element x y z (Å)
I 2.14953 2.83043 -2.40150  0.904
I 0.32888 -4.69429 -0.24690  0.938
Nd 0.18863 -1.78713 0.34962  3.092
Fe 1.86133 1.02312 -0.78166  1.974
S 2.41355 -1.05902 -1.14182  0.026
C 3.11585 1.64435 0.39291  -0.028
C 0.56088 2.14715 0.09591  0.053
C 4.26311 -1.35078 -0.88847  0.009
C 4.46469 -2.80498 -1.31106  0.000
C 4.65192 -1.10818 0.56916  0.000
C 5.03994 -0.46246 -1.86436  0.004
C -0.93112 -1.30437 2.81232  -0.003
C 1.62797 -1.91485 2.50491  -0.002
O 0.34100 3.22783 0.47539  0.029
O 3.79772 2.44675 0.89572  -0.018
O -1.62079 -1.04269 3.69259  0.000
O 2.40149 -1.83515 3.35548  0.000
H 5.52001 -3.06762 -1.18208  0.000
H 4.20466 -2.89937 -2.37044  0.000
H 3.83836 -3.49905 -0.73982  0.004
H 5.72973 -0.90371 0.60421  0.000
H 4.43561 -1.97965 1.20294  0.000
H 4.13915 -0.23878 1.01187  0.000
H 6.10864 -0.69775 -1.76583  0.001
H 4.90091 0.60984 -1.69314  0.000
H 4.72563 -0.69312 -2.88913  0.000
C -3.46431 1.82523 2.28894  0.005
C -2.75236 1.93289 0.96424  0.005
C -3.15144 0.93860 -0.16254  0.073
C -4.61653 0.39019 -0.13780  0.008
C -5.08047 -0.47807 1.02160  0.009
C -2.99793 1.68472 -1.50534  0.088
O -3.50234 2.78238 -1.70846  0.715
N -2.29101 1.04821 -2.50794  0.053
C -1.17918 0.23354 -2.28570  0.004
O -0.30467 0.06575 -3.12289  0.026
N -1.18765 -0.37874 -1.03943  0.004
C -2.17125 -0.21460 -0.13360  0.007
O -2.17894 -1.07371 0.83211  0.008
H -4.52426 2.07604 2.17253  0.000
H -3.01919 2.53899 2.99447  0.002
H -3.35438 0.82654 2.72610  0.000
H -2.86222 2.95128 0.56539  0.001
H -1.67339 1.79489 1.10793  0.001
H -5.29070 1.25393 -0.23476  0.000
H -4.73377 -0.20840 -1.05615  0.003
H -5.25316 0.08480 1.94061  0.001
H -6.04163 -0.92571 0.74828  0.001
H -4.37583 -1.28481 1.23494  0.000
H -2.25069 1.54952 -3.38936  0.001

# 3
Computed, not measured: C31H39GeO6Re as an isolated structure, with ωB97M-V with the def2-TZVPD basis set.

Its net charge is +1. Its spin multiplicity is 4.

Last column: Löwdin spin population.
Element x y z (Å)
Re -1.60891 -0.20775 1.25580  2.682
C 1.15230 -2.28663 1.31072  0.003
C 0.18448 -3.22466 0.64899  0.003
O -0.92418 -2.51666 0.09864  0.057
C -0.76999 -2.08392 -1.25061  0.003
C -1.43370 -0.72051 -1.37079  0.007
O -2.67494 -0.74940 -0.57363  0.032
C -3.67989 -1.72261 -0.88336  0.001
C -4.58503 -1.89153 0.30078  0.000
O -3.81318 -2.40006 1.36850  0.009
C -4.42622 -2.29783 2.63265  0.001
C -4.32409 -0.89854 3.19342  0.001
O -2.95633 -0.47170 3.16469  0.045
C -2.65918 0.62234 4.03178  0.013
C -1.17870 0.58544 4.23319  0.005
O -0.57697 0.71538 2.93765  0.048
C 0.86194 0.59308 2.95746  0.003
C 1.28517 -0.84037 3.22242  0.003
O 0.50428 -1.74682 2.45862  0.039
H 1.42784 -1.48532 0.61547  0.001
H 2.05814 -2.82598 1.60733  0.000
H -0.22161 -3.91003 1.39258  0.000
H 0.69087 -3.80711 -0.12446  0.001
H -1.22539 -2.82315 -1.91526  0.000
H 0.28189 -1.99349 -1.52956  0.000
H -1.67344 -0.51007 -2.42024  0.000
H -1.27672 1.30070 -0.82476  0.017
H -3.22551 -2.67668 -1.14971  0.001
H -4.25275 -1.34156 -1.73116  0.000
H -5.37988 -2.60008 0.04342  0.000
H -5.04585 -0.92931 0.55095  0.000
H -3.90325 -2.99682 3.28496  0.000
H -5.48300 -2.58518 2.59651  0.000
H -4.66611 -0.91098 4.23136  0.000
H -4.92739 -0.17638 2.63666  0.001
H -3.16946 0.50098 4.98948  0.000
H -2.97754 1.56079 3.56845  0.005
H -0.89382 -0.37167 4.67438  0.001
H -0.83738 1.40533 4.86722  0.000
H 1.26214 1.25740 3.72813  0.000
H 1.18354 0.93850 1.98574  0.000
H 1.16318 -1.11221 4.27194  0.000
H 2.34821 -0.92654 2.98161  0.001
C -0.72256 0.37905 -0.60529  0.014
Ge 1.03355 0.89134 -1.30595  0.001
C 1.81592 -0.43537 -2.52130  0.002
C 2.97573 -1.17445 -2.28793  0.000
C 3.44051 -2.09629 -3.22261  0.000
C 2.75155 -2.29161 -4.40871  0.000
C 1.60360 -1.55234 -4.66760  0.000
C 1.14624 -0.63393 -3.73438  0.000
C 2.34130 1.49419 0.01711  0.000
C 2.42029 2.86732 0.26627  0.000
C 3.32200 3.38159 1.19132  0.000
C 4.17391 2.53305 1.88148  0.000
C 4.11723 1.16581 1.64765  0.000
C 3.20973 0.65670 0.72761  0.000
C 0.74288 2.43670 -2.46915  -0.002
C 1.82252 2.87880 -3.24082  0.000
C 1.68921 3.95599 -4.10421  0.000
C 0.46713 4.61053 -4.21469  0.000
C -0.61358 4.18553 -3.45916  0.000
C -0.47333 3.10538 -2.59187  0.001
H 3.55097 -1.02558 -1.38797  0.000
H 4.34932 -2.65126 -3.02583  0.000
H 3.11516 -3.00426 -5.13769  0.000
H 1.07324 -1.68365 -5.60242  0.000
H 0.26383 -0.04500 -3.96799  0.000
H 1.77094 3.55018 -0.27012  0.000
H 3.36324 4.44948 1.36464  0.000
H 4.88463 2.93441 2.59247  0.000
H 4.78296 0.49632 2.17898  0.000
H 3.17084 -0.41501 0.59556  0.000
H 2.78125 2.37426 -3.17104  0.000
H 2.53600 4.28490 -4.69340  0.000
H 0.36036 5.44951 -4.89014  0.000
H -1.56635 4.69299 -3.54092  0.000
H -1.33378 2.79630 -2.00991  0.001

# 4
Computed, not measured: an isolated ion of composition C4H6N3O3S and charge -1, with ωB97M-V with the def2-TZVPD basis set.

Its net charge is -1. Its spin multiplicity is 1.

Last column: natural (NBO) charge in e.
Element x y z (Å)
C 0.95352 -2.24036 0.01664  0.327
C -0.69047 -0.31258 0.22924  0.590
C 2.01025 1.84310 -0.45244  -0.399
C 0.03636 -1.49805 0.88254  -0.593
N 1.69722 -2.85475 -0.63669  -0.403
N 1.35801 0.54369 -0.33835  -0.509
N -0.08155 0.63663 -0.39413  -0.434
O -3.99968 -0.62554 -0.89913  -0.985
O -1.95502 -0.36127 0.52616  -0.727
O -4.13846 0.99586 0.98262  -0.972
S -3.45527 0.59801 -0.21719  1.692
H 2.57191 1.84258 -1.29440  0.173
H 1.23841 2.61641 -0.55745  0.206
H 2.74408 2.08948 0.45582  0.161
H -0.66301 -2.21374 1.15232  0.261
H 0.78686 -1.13116 1.71888  0.269
H 1.58682 0.07169 -1.17444  0.343

# 5
Computed, not measured: an isolated ion of composition C2H7N3OP and charge +1, with ωB97M-V with the def2-TZVPD basis set.

Its net charge is +1. Its spin multiplicity is 1.

Last column: natural (NBO) charge in e.
Element x y z (Å)
C -0.89856 0.21375 0.09626  0.645
C 1.03225 -1.18525 -0.28739  -0.259
N -2.14707 0.31137 0.45764  -0.751
N -0.31558 1.29168 -0.30245  -0.728
N -0.24884 -0.91609 0.15319  -0.572
O 2.23875 1.17403 0.04205  -1.040
P 2.50001 -0.29074 -0.01024  1.319
H 2.73403 -0.64206 -1.29546  -0.025
H 1.25129 -2.20157 -0.14437  0.229
H -2.62519 1.21902 0.57772  0.434
H -2.75343 -0.49257 0.67415  0.427
H -0.92663 2.11620 -0.25511  0.416
H 0.83108 1.23323 -0.22962  0.458
H -0.67212 -1.83100 0.52364  0.446

| no. | strongest force on any atom (eV Å⁻¹) | E (a.u.) |
| --- | --- | --- |
| 1 | 6.3 | -696.7874 |
| 2 | 6.7 | -4074.8872 |
| 3 | 0.6 | -3810.9043 |
| 4 | 4.0 | -944.1959 |
| 5 | 6.3 | -660.9723 |